Entry 1:
C20H24IrN3O4S as an isolated structure in a non-equilibrium geometry. Source: OMol25; level of theory: the ωB97M-V functional and the def2-TZVPD basis.

As for the LUMO energy (alpha / beta): -3.934 / -4.878 eV. Its spin multiplicity is 2. Its HOMO energy (alpha / beta) is -10.976 / -10.796 eV. As for the energy relative to the best compared isomer or geometry (same formula, charge and spin): 30.55 kcal per mole. Its net charge is +1.

Each line ends with the Löwdin spin population.
Geometry (Å):
Ir 0.12 0.47 0.24  0.732
O 3.06 -1.39 -2.74  0.001
C 2.47 -0.97 -1.80  0.001
O 1.51 -0.03 -1.84  0.017
C 2.56 -1.48 -0.40  -0.001
C 3.63 -2.22 0.06  0.000
C 3.49 -2.87 1.29  -0.001
C 2.28 -2.82 1.96  0.000
C 1.27 -2.04 1.43  -0.001
N 1.43 -1.34 0.31  0.000
C -0.13 -1.95 2.00  0.002
O -0.45 -2.74 2.85  0.009
O -0.86 -1.03 1.44  0.022
H 4.53 -2.29 -0.52  0.000
H 4.31 -3.45 1.69  0.000
H 2.09 -3.38 2.87  0.000
C -2.81 1.04 -0.36  0.000
C -2.45 0.50 -1.73  0.002
N -1.25 -0.30 -1.61  0.041
C -0.54 -0.60 -2.88  0.004
C 0.75 0.20 -3.02  0.002
S 1.14 2.50 -0.43  0.263
C -0.17 3.66 -0.03  0.028
C -1.48 3.09 -0.46  0.001
N -1.69 1.81 0.22  -0.008
H -3.02 0.21 0.32  0.000
H -3.71 1.65 -0.45  0.000
H -2.26 1.31 -2.44  0.000
H -3.29 -0.07 -2.11  0.001
H -1.49 -1.16 -1.12  0.000
H -1.18 -0.36 -3.74  0.001
H -0.31 -1.67 -2.92  0.000
H 0.56 1.27 -3.05  0.002
H 1.32 -0.11 -3.90  0.000
H 0.04 4.60 -0.56  0.002
H -0.14 3.87 1.04  0.007
H -1.44 2.91 -1.53  0.000
H -2.29 3.80 -0.26  0.000
H -1.89 1.99 1.20  0.000
C 0.74 1.07 2.56  -0.072
C 1.96 1.83 2.47  0.004
C 1.97 3.21 2.71  -0.017
C 3.13 3.95 2.61  0.004
C 4.32 3.32 2.24  -0.021
C 4.33 1.95 2.01  0.003
C 3.18 1.21 2.14  -0.018
H -0.15 1.58 2.92  -0.004
H 0.81 0.02 2.81  -0.004
H 1.04 3.69 3.01  -0.001
H 3.13 5.01 2.83  0.001
H 5.23 3.90 2.16  -0.001
H 5.26 1.47 1.73  0.001
H 3.19 0.14 1.98  -0.001

=====

Entry 2:
A 9-piece molecular cluster, C6H29NO9 overall in a non-equilibrium geometry. Source: OMol25; level of theory: the ωB97M-V functional and the def2-TZVPD basis.

As for the LUMO energy: 0.194 eV. Its spin multiplicity is 1. Its HOMO energy is -8.178 eV. As for the energy relative to the best compared isomer or geometry (same formula, charge and spin): 58.50 kcal per mole.

Each line ends with the Mulliken charge.
Geometry (Å):
C 0.22 1.83 1.54  -1.354
C 0.85 0.88 0.55  0.294
C 1.60 1.25 -0.51  -0.376
N 1.69 2.59 -0.97  -0.571
C 0.62 -0.59 0.81  0.726
C -0.22 -1.20 -0.32  1.087
C -1.21 -2.25 0.19  -0.965
O -2.34 -1.62 0.77  -0.614
H -0.79 1.45 1.81  0.154
H 0.84 1.87 2.45  0.271
H 0.18 2.82 1.15  0.485
H 2.03 0.49 -1.17  0.397
H 1.67 3.29 -0.30  0.153
H 2.45 2.77 -1.59  0.196
H 1.61 -1.14 0.90  -0.940
H 0.10 -0.74 1.82  0.654
H -0.82 -0.39 -0.79  -1.003
H 0.43 -1.66 -1.02  0.373
H -0.72 -2.88 0.96  0.419
H -1.66 -2.80 -0.66  0.324
H -2.13 -1.35 1.71  0.314
O -3.02 0.84 -0.08  -0.823
H -2.79 -0.12 0.17  0.546
H -2.36 1.09 -0.67  0.323
O -0.43 -0.32 -3.44  -0.782
H -1.12 -0.94 -3.13  0.335
H -0.66 0.48 -2.98  0.440
O -1.04 1.88 -2.08  -0.677
H -1.44 2.60 -2.58  0.277
H -0.25 2.18 -1.76  0.375
O 3.21 -2.65 1.92  -0.682
H 3.20 -2.50 1.01  0.411
H 2.68 -1.92 2.31  0.403
O 3.14 -2.27 -0.75  -0.652
H 3.28 -3.09 -1.09  0.270
H 2.69 -1.72 -1.46  0.245
O -3.20 1.88 2.38  -0.696
H -3.17 1.57 1.45  0.440
H -3.09 2.80 2.30  0.276
O -1.92 -0.26 3.40  -0.690
H -1.46 -0.03 4.22  0.281
H -2.44 0.55 3.08  0.365
O 2.11 -0.95 -2.87  -0.626
H 2.51 -1.06 -3.64  0.243
H 1.13 -0.68 -3.02  0.374

=====

Entry 3:
C44H52AsBrN7O4Y as an isolated structure in a non-equilibrium geometry. Source: OMol25; level of theory: the ωB97M-V functional and the def2-TZVPD basis.

As for the LUMO energy: -5.040 eV. Its spin multiplicity is 1. Its HOMO energy is -11.904 eV. As for the energy relative to the best compared isomer or geometry (same formula, charge and spin): 0.00 kcal per mole. Its net charge is +2.

Each line ends with the Mulliken charge.
Geometry (Å):
Y -0.04 0.45 -0.11  0.454
C -2.89 -1.00 1.45  -1.204
O -1.69 -0.22 1.57  0.375
C -1.47 0.43 2.77  0.648
C -2.39 0.54 3.77  -0.237
C -2.10 1.31 4.91  -0.746
Br -3.39 1.46 6.27  -0.128
C -0.91 1.98 5.00  -1.072
C 0.04 1.87 3.97  0.927
C -0.20 1.05 2.86  -0.756
O 0.70 0.87 1.90  -0.217
C 1.19 2.74 3.97  0.112
N 2.05 2.88 2.96  1.136
C 2.95 3.90 3.22  0.754
C 3.99 4.44 2.48  -0.580
C 4.70 5.47 3.07  -0.748
C 4.38 5.94 4.35  -0.609
C 3.34 5.41 5.09  -1.024
C 2.63 4.38 4.49  0.185
N 1.54 3.62 4.93  0.059
H -3.77 -0.35 1.49  0.329
H -2.93 -1.75 2.23  0.451
H -2.84 -1.48 0.47  0.298
H -3.36 0.06 3.70  0.647
H -0.75 2.62 5.86  0.527
H 1.93 2.31 2.13  -0.660
H 4.22 4.08 1.49  0.432
H 5.52 5.92 2.53  0.479
H 4.96 6.75 4.77  0.432
H 3.10 5.78 6.07  0.487
H 1.03 3.77 5.78  0.254
N 2.07 -0.06 -1.36  -0.535
C 2.75 -0.83 -0.28  0.880
C 4.12 -1.33 -0.76  -0.864
C 5.11 -2.08 0.14  -1.277
C 5.35 -1.58 1.57  -0.759
N 4.24 -2.02 2.40  -0.099
C 3.97 -1.64 3.63  0.865
N 4.84 -0.90 4.34  -0.406
N 2.79 -1.97 4.16  -0.361
C 1.72 -1.89 0.21  0.654
O 2.10 -2.86 0.86  -0.867
O 0.51 -1.62 -0.07  -0.673
H 1.86 -0.72 -2.11  0.362
H 2.71 0.63 -1.76  0.320
H 2.88 -0.15 0.57  -0.252
H 4.63 -0.44 -1.15  0.437
H 3.95 -1.98 -1.63  0.355
H 6.08 -2.04 -0.37  0.484
H 4.84 -3.13 0.20  0.373
H 5.46 -0.49 1.62  0.422
H 6.28 -2.03 1.92  0.587
H 3.49 -2.53 1.89  0.123
H 5.80 -0.87 4.04  0.214
H 4.69 -0.76 5.32  0.229
H 2.11 -2.46 3.59  0.192
H 2.58 -1.82 5.13  0.193
C 2.84 7.84 0.75  -1.876
C 1.92 6.65 0.68  0.677
C 2.31 5.48 0.05  -0.617
C 1.46 4.38 -0.04  -0.012
C 2.02 3.14 -0.69  -0.543
C 0.16 4.45 0.49  0.129
As -1.21 3.02 0.38  2.786
N -0.71 2.06 -1.15  -0.148
C -1.63 1.39 -1.96  0.322
C -1.18 0.93 -3.21  -0.517
C -2.01 0.19 -4.04  -0.637
C -3.31 -0.09 -3.66  -0.719
C -3.77 0.35 -2.43  -1.256
C -2.95 1.07 -1.58  -0.227
C -2.77 3.99 -0.27  0.785
C -2.73 4.77 -1.42  0.351
C -1.52 4.97 -2.29  -1.641
C -3.90 5.43 -1.81  -1.092
C -5.08 5.33 -1.10  0.729
C -6.32 6.04 -1.55  -1.586
C -5.09 4.53 0.04  -1.042
C -3.96 3.85 0.46  0.513
C -4.06 3.00 1.70  -0.975
C -0.20 5.60 1.21  0.381
C -1.50 5.73 1.97  -2.126
C 0.67 6.68 1.27  -0.895
H 3.79 7.64 0.26  0.369
H 3.04 8.13 1.78  0.367
H 2.39 8.70 0.25  0.450
H 3.30 5.41 -0.38  0.435
H 3.10 3.24 -0.83  0.675
H 1.55 2.93 -1.65  0.319
H 1.86 2.27 -0.03  -0.455
H -0.18 1.21 -3.53  0.543
H -1.64 -0.14 -5.00  0.461
H -3.96 -0.65 -4.32  0.443
H -4.79 0.14 -2.13  0.503
H -3.34 1.42 -0.63  0.811
H -0.68 4.34 -2.01  -0.187
H -1.19 6.01 -2.24  0.414
H -1.77 4.75 -3.33  0.523
H -3.87 6.04 -2.71  0.410
H -6.14 6.65 -2.43  0.384
H -6.70 6.69 -0.75  0.355
H -7.11 5.33 -1.79  0.336
H -6.01 4.43 0.60  0.465
H -5.09 2.96 2.05  0.505
H -3.45 3.38 2.52  0.204
H -3.73 1.97 1.51  -0.246
H -1.92 4.76 2.25  0.008
H -2.26 6.26 1.39  0.379
H -1.33 6.29 2.89  0.655
H 0.36 7.57 1.82  0.512

=====

Entry 4:
One molecule with the formula C5H14NO3P. Source: OMol25; level of theory: the ωB97M-V functional and the def2-TZVPD basis.

As for the LUMO energy: 0.699 eV. Its spin multiplicity is 1. Its HOMO energy is -8.722 eV. As for the energy relative to the best compared isomer or geometry (same formula, charge and spin): 86.84 kcal per mole.

Each line ends with the Mulliken charge.
Geometry (Å):
N 3.75 0.25 0.69  -0.631
C 2.37 0.01 0.29  -0.389
P 2.28 -1.78 -0.15  -0.105
C 0.48 -2.18 -0.39  -0.345
O -0.11 -1.44 -1.44  -0.400
C -0.52 -0.16 -1.09  -0.299
O -1.94 -0.10 -1.17  -0.402
C -2.43 1.18 -0.80  -0.449
C -2.87 1.25 0.63  -0.541
O -1.77 1.32 1.53  -0.514
H 3.85 1.17 1.10  0.232
H 4.36 0.17 -0.11  0.244
H 1.72 0.30 1.11  0.310
H 2.05 0.61 -0.56  0.335
H 2.52 -2.34 1.13  0.032
H 0.45 -3.22 -0.70  0.330
H -0.12 -2.12 0.51  0.337
H -0.21 0.10 -0.09  0.242
H -0.10 0.55 -1.81  0.368
H -3.29 1.39 -1.42  0.400
H -1.69 1.96 -0.97  0.318
H -3.52 0.41 0.86  0.315
H -3.47 2.15 0.74  0.311
H -1.79 0.53 2.10  0.302

=====

Entry 5:
A 2-piece molecular cluster, C3H10N2P2 overall in a non-equilibrium geometry. Source: OMol25; level of theory: the ωB97M-V functional and the def2-TZVPD basis.

As for the LUMO energy (alpha / beta): -0.625 / -0.627 eV. Its spin multiplicity is 1. Its HOMO energy (alpha / beta) is -8.315 / -8.318 eV. As for the energy relative to the best compared isomer or geometry (same formula, charge and spin): 90.32 kcal per mole.

Each line ends with the Mulliken charge.
Geometry (Å):
C -0.01 -0.44 0.75  -0.090
C -0.97 -1.62 0.73  -1.002
C -1.12 2.50 0.06  -0.424
N 0.38 0.10 -0.48  -0.394
N 0.24 2.22 -0.39  -0.402
P 1.84 -0.67 0.25  0.015
P 1.76 -2.34 -1.04  -0.167
H 0.02 0.30 1.54  0.674
H -1.07 -2.06 1.83  0.269
H -0.49 -2.56 0.33  0.226
H -1.85 -1.36 0.25  0.275
H -1.35 1.61 0.61  0.193
H -1.13 3.42 0.69  0.223
H -1.86 2.81 -0.77  0.225
H 0.47 2.52 -1.36  0.230
H 3.00 -2.70 -0.64  0.050
H 2.13 -1.73 -2.36  0.098

=====

Entry 6:
C31H36BF5N5O2PbSSi as an isolated structure. Source: OMol25; level of theory: the ωB97M-V functional and the def2-TZVPD basis.

As for the LUMO energy: 2.224 eV. Its spin multiplicity is 1. Its HOMO energy is -5.006 eV. As for the energy relative to the best compared isomer or geometry (same formula, charge and spin): 0.00 kcal per mole. Its net charge is -1.

Each line ends with the Mulliken charge.
Geometry (Å):
Pb 0.47 -0.11 -0.83  1.391
C -1.91 2.49 0.44  -0.663
Si -0.81 1.84 1.80  -0.010
C -0.77 3.24 3.07  -1.434
C -1.74 0.46 2.70  -0.419
N 0.67 1.19 1.16  0.260
C 1.94 1.37 1.68  -0.129
C 2.31 2.34 2.63  -0.180
C 3.59 2.46 3.15  -0.972
C 4.61 1.62 2.74  -0.509
C 4.31 0.65 1.80  -0.583
C 3.03 0.54 1.32  0.751
F 2.80 -0.49 0.46  -0.468
H -2.76 3.00 0.91  0.419
H -2.32 1.72 -0.21  0.029
H -1.39 3.22 -0.19  0.265
H -1.82 3.47 3.27  0.406
H -0.31 4.16 2.69  0.376
H -0.30 2.98 4.02  0.361
H -2.56 0.89 3.29  0.495
H -1.07 -0.07 3.39  -0.027
H -2.16 -0.27 2.02  -0.046
H 1.57 3.05 2.95  0.321
H 3.79 3.25 3.86  0.397
H 5.62 1.73 3.12  0.391
H 5.05 -0.04 1.42  0.513
C 0.25 -0.18 -8.49  -1.470
C -0.06 0.33 -7.11  1.095
C -1.29 0.92 -6.83  -0.815
C -1.57 1.42 -5.57  -0.412
C -0.61 1.32 -4.57  0.009
C 0.63 0.75 -4.83  -0.616
C 0.90 0.26 -6.10  -0.933
S -0.97 1.89 -2.94  1.474
O 0.32 2.12 -2.29  -0.770
O -1.88 3.00 -3.06  -0.775
N -1.55 0.63 -2.15  0.062
C -2.87 0.31 -2.03  -0.321
C -3.94 0.87 -2.71  -0.826
C -5.26 0.43 -2.51  -0.952
C -5.56 -0.58 -1.64  -0.895
C -4.51 -1.18 -0.91  1.284
C -4.73 -2.23 0.01  -0.757
C -3.68 -2.77 0.69  -0.696
C -2.39 -2.25 0.46  -0.296
N -2.14 -1.27 -0.37  0.416
C -3.17 -0.74 -1.09  0.310
H -0.64 -0.60 -8.96  0.377
H 1.03 -0.94 -8.46  0.366
H 0.61 0.63 -9.13  0.285
H -2.04 0.98 -7.61  0.365
H -2.52 1.90 -5.36  0.376
H 1.40 0.73 -4.06  0.626
H 1.87 -0.16 -6.29  0.457
H -3.75 1.69 -3.40  0.444
H -6.05 0.91 -3.08  0.382
H -6.57 -0.92 -1.50  0.361
H -5.74 -2.58 0.16  0.396
H -3.82 -3.58 1.40  0.440
H -1.54 -2.65 1.00  0.123
F 2.79 0.02 -2.15  -0.062
B 4.02 0.27 -2.88  0.085
F 3.68 0.66 -4.19  -0.405
F 4.73 1.28 -2.23  -0.393
F 4.75 -0.92 -2.91  -0.364
N 0.80 -2.56 1.27  -0.771
C 0.79 -2.38 2.41  0.699
N 0.71 -2.18 3.72  0.160
C 1.45 -1.05 4.31  0.117
C 2.86 -1.48 4.71  -0.566
C 2.81 -2.70 5.63  -0.882
C 2.03 -3.84 4.97  -0.589
C 0.64 -3.38 4.56  -0.874
H 0.88 -0.72 5.18  0.395
H 1.47 -0.24 3.59  -0.527
H 3.36 -0.64 5.20  0.396
H 3.43 -1.70 3.81  0.286
H 2.32 -2.43 6.57  0.326
H 3.82 -3.03 5.88  0.376
H 1.95 -4.70 5.65  0.384
H 2.56 -4.19 4.08  0.303
H 0.05 -3.11 5.45  0.357
H 0.10 -4.15 4.02  0.504

=====

Let's list calculated total energy in order: -47457.873 -26610.247 -197010.709 -22331.365 -24825.268 -82512.650 eV.
Let's list molar mass in order: 594.71 259.30 986.68 167.14 136.08 883.82 g mol⁻¹.